No. 1
Here is a cluster of 2 separate species, C2H3O5PS in total from the Open Molecules 2025 dataset. Energies are from ωB97M-V with the def2-TZVPD basis set.

```
! RIJCOSX wB97M-V def2-TZVPD def2/J DEFGRID3
* xyz -2 1
C 0.359 -0.345 -1.826
C -0.867 -0.080 -1.085
O 1.329 0.650 -1.645
O 1.223 -1.482 1.757
O 0.705 -1.223 -2.592
O 1.146 0.923 1.162
O -0.808 -0.156 2.461
P 0.384 -0.334 1.385
S -1.961 1.022 2.590
H -1.095 0.915 -0.765
H -1.606 -0.856 -0.768
H 1.190 0.964 -0.673
*
```

Values from the calculation:
**E_tot**: -32484.6127 eV
**Highest occupied orbital energy**: 0.136 eV

No. 2
Here is a structure of composition C19H24Cl2F6N5PPt from the Open Molecules 2025 dataset. Energies are from ωB97M-V with the def2-TZVPD basis set.

```
! RIJCOSX wB97M-V def2-TZVPD def2/J DEFGRID3
* xyz 1 2
Pt 0.055 0.117 -0.018
Cl -4.410 -0.543 -0.140
C -3.806 0.080 -1.662
Cl -2.026 0.337 -1.701
H -4.257 1.039 -1.864
H -4.012 -0.641 -2.436
F 1.986 1.047 0.912
P 3.078 -0.249 1.112
F 3.054 -0.416 -0.485
F 2.968 -0.062 2.682
F 1.626 -1.156 1.161
F 3.928 -1.558 1.275
F 4.293 0.741 1.031
C 1.817 -4.200 -2.624
C 2.602 -3.184 -3.160
C 2.291 -1.861 -2.925
C 1.167 -1.536 -2.151
C 0.393 -2.571 -1.596
C 0.715 -3.889 -1.832
N 0.840 -0.220 -1.843
C 1.131 0.853 -2.664
C 1.246 2.142 -2.098
C 1.504 3.232 -2.895
C 1.643 3.070 -4.274
C 1.511 1.808 -4.846
C 1.252 0.706 -4.060
H 2.076 -5.236 -2.805
H 3.482 -3.428 -3.743
H 2.961 -1.077 -3.254
H -0.481 -2.328 -1.007
H 0.110 -4.681 -1.404
H 1.202 2.263 -1.026
H 1.611 4.214 -2.450
H 1.846 3.929 -4.900
H 1.600 1.687 -5.918
H 1.087 -0.261 -4.517
C -1.914 1.481 1.702
N -0.871 0.391 1.804
C 0.047 0.753 2.976
N -0.713 0.892 4.192
C -1.723 1.940 4.023
N -2.658 1.614 2.929
C -3.301 0.327 3.241
N -2.317 -0.755 3.402
C -1.575 -0.898 2.175
C -1.386 -0.377 4.485
H -2.588 1.229 0.888
H -1.397 2.412 1.475
H 0.554 1.681 2.733
H 0.778 -0.031 3.081
H -1.227 2.885 3.803
H -2.288 2.046 4.947
H -3.995 0.070 2.442
H -3.860 0.434 4.167
H -2.252 -1.155 1.362
H -0.811 -1.668 2.279
H -0.639 -1.161 4.609
H -1.949 -0.278 5.410
*
```

Values from the calculation:
**E_tot**: -81426.0724 eV
**Highest occupied orbital energy (spin up / spin down)**: -11.386 / -11.967 eV

No. 3
Here is a cluster of 8 separate species, C17H20Cl10O9 in total from the Open Molecules 2025 dataset. Energies are from ωB97M-V with the def2-TZVPD basis set.

```
! RIJCOSX wB97M-V def2-TZVPD def2/J DEFGRID3
* xyz 0 1
C -0.174 0.968 1.432
C -0.351 -0.157 0.758
C -0.613 -1.476 1.429
O -0.857 -2.426 0.739
C -0.612 -1.496 2.880
C -0.523 -0.342 3.566
C -0.330 0.991 2.873
O -0.324 1.988 3.553
O -0.826 -0.257 4.868
O -0.179 -0.220 -0.544
H -0.015 1.874 0.860
H -0.764 -2.416 3.432
H -0.492 0.602 5.205
H -0.188 -1.162 -0.804
C -1.620 0.337 -6.400
C -1.615 -0.650 -5.497
C -0.643 -0.663 -4.348
O -0.740 -1.483 -3.460
C 0.414 0.340 -4.367
C 0.402 1.322 -5.249
C -0.671 1.441 -6.287
O -0.663 2.407 -6.997
O 1.296 2.289 -5.258
O -2.409 -1.717 -5.601
H -2.257 0.306 -7.275
H 1.195 0.219 -3.624
H 0.984 2.964 -5.891
H -2.310 -2.258 -4.800
O -0.712 -4.975 -1.057
H -1.472 -5.489 -0.767
H -0.944 -4.062 -0.844
C -2.770 2.352 -1.052
Cl -3.483 1.439 0.290
Cl -3.588 2.030 -2.570
H -2.861 3.408 -0.840
H -1.731 2.054 -1.134
C 1.881 1.562 7.979
Cl 0.312 0.977 7.357
Cl 3.090 0.277 7.991
H 2.217 2.338 7.308
H 1.722 1.902 8.990
C 2.060 4.171 -2.182
Cl 1.590 5.621 -3.072
Cl 0.800 3.634 -1.062
H 2.248 3.371 -2.887
H 2.959 4.397 -1.623
C -0.756 -2.694 6.736
Cl 0.135 -4.117 6.199
Cl -1.448 -2.940 8.367
H -0.081 -1.866 6.883
H -1.573 -2.520 6.058
C 3.531 -2.515 -1.959
Cl 1.782 -2.413 -1.915
Cl 4.231 -1.582 -3.276
H 3.938 -2.136 -1.030
H 3.810 -3.553 -2.083
*
```

Values from the calculation:
**E_tot**: -161604.0550 eV
**Highest occupied orbital energy**: -9.702 eV
**SMILES**: O=C1C=C(O)C(=O)C=C1O.O=C1C=C(O)C(=O)C=C1O.ClCCl.ClCCl.ClCCl.ClCCl.ClCCl.O

No. 4
Here is the molecule CHNO5S from the Open Molecules 2025 dataset. Energies are from ωB97M-V with the def2-TZVPD basis set.

```
! RIJCOSX wB97M-V def2-TZVPD def2/J DEFGRID3
* xyz 0 1
C 1.319 -0.250 -0.215
N 0.781 1.052 0.251
O 2.474 -0.529 -0.286
O 0.357 -1.047 -0.682
O -0.082 1.538 -0.491
O -1.945 -0.223 -0.259
O -0.236 -0.144 1.464
S -0.874 -1.121 0.478
H -1.794 0.724 -0.260
*
```

Values from the calculation:
**E_tot**: -23611.3903 eV
**Highest occupied orbital energy (spin up / spin down)**: -9.975 / -9.976 eV

No. 5
Here is a cluster of 9 separate species, C15H49N14O9 in total from the Open Molecules 2025 dataset. Energies are from ωB97M-V with the def2-TZVPD basis set.

```
! RIJCOSX wB97M-V def2-TZVPD def2/J DEFGRID3
* xyz -1 1
C -0.078 0.618 -0.637
O 1.109 1.323 -1.035
H -0.125 -0.425 -0.949
H -0.191 0.630 0.447
H -1.044 0.899 -1.057
C 0.602 3.842 -3.874
O -0.062 4.721 -4.351
N 0.070 2.845 -3.291
N 1.838 3.677 -3.938
H 0.482 2.371 -2.500
H -0.842 2.513 -3.571
H 2.130 2.776 -3.589
H 2.338 4.308 -4.549
C 4.445 0.698 0.508
O 5.490 0.454 1.089
N 3.874 -0.153 -0.194
N 3.781 1.791 0.470
H 2.918 0.026 -0.465
H 4.326 -1.049 -0.309
H 3.950 2.566 1.095
H 2.928 1.784 -0.071
C 2.060 -0.889 -3.881
O 1.704 -1.498 -4.889
N 2.756 -1.388 -2.869
N 1.971 0.409 -3.817
H 3.142 -2.309 -3.019
H 3.021 -0.670 -2.209
H 1.484 0.511 -4.696
H 1.685 0.879 -2.970
C 1.268 -0.491 3.170
O 0.124 -0.905 2.969
N 2.122 -0.852 4.065
N 1.643 0.556 2.639
H 3.046 -0.450 3.995
H 1.847 -1.542 4.749
H 0.867 0.872 2.075
H 2.624 0.798 2.646
C -2.658 4.965 -1.950
O -2.450 5.684 -2.917
N -3.604 5.145 -1.092
N -1.906 3.939 -1.588
H -3.725 4.494 -0.330
H -4.308 5.835 -1.315
H -2.129 3.283 -0.854
H -1.108 3.793 -2.190
C -0.462 3.515 3.188
O 0.169 3.607 4.232
N -1.634 4.033 2.941
N 0.016 2.850 2.151
H -2.089 3.729 2.092
H -2.188 4.598 3.569
H -0.401 2.721 1.240
H 0.803 2.219 2.182
C -3.232 -2.845 3.525
C -3.348 -2.297 2.031
C -4.789 -2.066 1.612
O -4.788 -2.102 0.196
C -5.047 -0.793 -0.427
N -2.646 -1.049 1.873
H -2.214 -2.991 3.885
H -3.819 -3.763 3.484
H -3.791 -2.214 4.216
H -2.761 -2.998 1.437
H -5.327 -1.194 1.983
H -5.492 -2.867 1.840
H -4.546 0.109 -0.075
H -6.104 -0.635 -0.212
H -4.884 -0.786 -1.504
H -2.545 -0.961 0.872
H -1.702 -1.175 2.211
C 0.932 -4.515 -1.940
C 0.505 -4.113 -0.576
C 1.679 -3.359 0.117
O 2.643 -4.172 0.814
C 3.466 -3.446 1.766
N -0.698 -3.223 -0.745
H 1.944 -4.913 -1.874
H 1.175 -3.735 -2.663
H 0.442 -5.414 -2.314
H 0.288 -5.026 -0.021
H 1.174 -2.796 0.902
H 2.236 -2.725 -0.573
H 2.875 -3.208 2.650
H 3.791 -2.498 1.336
H 4.438 -3.809 2.100
H -1.226 -3.717 -1.451
H -0.254 -2.359 -1.020
*
```

Values from the calculation:
**E_tot**: -55638.4844 eV
**Highest occupied orbital energy**: -6.217 eV

No. 6
Here is a cluster of 2 separate species, C4H14N2O2 in total from the Open Molecules 2025 dataset. Energies are from ωB97M-V with the def2-TZVPD basis set.

```
! RIJCOSX wB97M-V def2-TZVPD def2/J DEFGRID3
* xyz 0 1
C 0.940 0.458 0.197
C 0.625 0.863 -1.277
C -0.159 -0.133 -2.156
N -1.464 0.286 -2.658
N -0.399 0.570 0.853
C -0.247 0.647 2.308
O -0.314 -0.577 3.002
H 1.438 -0.488 0.262
H 1.632 1.302 0.511
H 0.078 1.821 -1.192
H 1.554 1.201 -1.793
H 0.416 -0.326 -3.058
H -0.274 -1.067 -1.601
H -1.315 0.996 -3.361
H -1.992 0.643 -1.862
H -1.097 -0.093 0.535
H 0.623 1.313 2.493
H -1.077 1.269 2.667
H 0.414 -1.113 2.658
H -0.075 -2.764 1.865
H 0.164 -2.085 0.492
O 0.529 -2.720 1.116
*
```

Values from the calculation:
**E_tot**: -11449.2023 eV
**Highest occupied orbital energy**: -9.409 eV
**SMILES**: NCCCNCO.O